{"formula": "C5H10O2", "method": "ωB97M-V/def2-TZVPD", "species": ["C", "O", "C", "C", "C", "C", "O", "H", "H", "H", "H", "H", "H", "H", "H", "H", "H"], "xyz": [[-1.30678, 2.30059, 0.42830], [-0.53525, 1.38424, -0.31421], [-0.29605, 0.20929, 0.39335], [-1.36142, -0.88793, 0.41502], [-0.12400, -1.02441, -0.36499], [0.61003, -1.69342, -1.23413], [1.78499, -1.25659, -1.76382], [-0.80641, 2.58080, 1.36782], [-2.29698, 1.88817, 0.67000], [-1.42752, 3.19221, -0.19115], [0.28223, 0.35415, 1.31241], [-1.49596, -1.46243, 1.33072], [-2.27951, -0.67978, -0.13362], [0.34685, -2.67750, -1.61060], [1.91926, -0.34357, -1.46905], [3.06770, -1.25072, 1.17396], [2.92678, -1.39487, 0.45772]], "relative_energy_kcal_mol": 100.6, "smiles": "CO[C@H]1C/C1=C/O.[H][H]", "charge": 0, "homo_ev": -8.90, "orbital_gap_ha": 0.364}

---

{"formula": "C2HClNO2", "method": "ωB97M-V/def2-TZVPD", "species": ["C", "C", "N", "O", "O", "Cl", "H"], "xyz": [[-1.82651, 0.04926, -0.01544], [-2.90874, -0.80184, -0.07444], [0.37948, -0.81337, -0.36905], [-2.50175, -0.60161, 1.14821], [-3.67695, -1.51505, -0.68596], [-2.11185, 1.79616, -0.02405], [0.38996, 0.23097, -0.65091]], "relative_energy_kcal_mol": 168.4, "charge": -1, "homo_ev": [-3.57, -3.51], "orbital_gap_ha": [0.266, 0.263]}

---

{"formula": "C3H9N3O", "method": "ωB97M-V/def2-TZVPD", "species": ["C", "N", "N", "C", "N", "C", "O", "H", "H", "H", "H", "H", "H", "H", "H", "H"], "xyz": [[1.69323, 0.19479, 0.57989], [-1.12793, 0.91726, 1.09322], [0.20161, -0.64716, 0.15862], [-0.79554, 0.32771, -0.12600], [0.45504, -1.62405, -0.82546], [-1.47114, 0.47671, -1.27547], [-0.31112, 0.45808, 2.12483], [-1.28156, 1.92001, 1.05710], [-0.10798, -0.77915, 1.53142], [-0.40179, -2.13647, -1.02397], [0.71049, -1.15913, -1.69882], [2.19441, -0.42287, 1.31183], [2.18065, 0.17446, -0.39506], [1.56068, 1.19355, 0.98522], [-2.23668, 1.23027, -1.35435], [-1.26235, -0.12399, -2.14298]], "relative_energy_kcal_mol": 152.8, "charge": 0, "homo_ev": -7.21, "orbital_gap_ha": 0.297}

---

{"formula": "C7H10O", "method": "ωB97M-V/def2-TZVPD", "species": ["C", "C", "C", "C", "C", "C", "C", "O", "H", "H", "H", "H", "H", "H", "H", "H", "H", "H"], "xyz": [[-0.79171, -0.14246, 0.72952], [-1.59248, 0.34032, -0.29106], [-2.90660, -0.32357, -0.57519], [0.46008, 0.04547, 1.15209], [-1.15337, 1.42974, -1.13952], [2.51024, -1.06999, 0.18088], [1.86233, -0.18574, 1.17682], [-3.54228, -0.09431, -1.54399], [-1.30456, -0.63764, 1.46834], [-3.39080, -1.11477, 0.14543], [-0.02546, 1.25167, -1.61503], [-1.12904, 2.43672, -0.70009], [-1.78100, 1.51549, -2.00407], [1.93837, -1.99890, 0.14419], [3.58991, -1.37015, 0.35606], [2.60517, -0.46060, -0.79805], [2.26974, 0.82369, 1.11297], [2.38144, -0.44497, 2.20072]], "relative_energy_kcal_mol": 126.0, "charge": 0, "homo_ev": [-7.62, -7.52], "orbital_gap_ha": [0.276, 0.235]}

---

{"formula": "C4H4O3", "method": "ωB97M-V/def2-TZVPD", "species": ["C", "C", "C", "O", "H", "H", "H", "H", "O", "C", "O"], "xyz": [[1.29853, -0.25322, 0.51505], [0.46822, 0.97636, 0.23261], [-0.03319, 1.39339, -0.86810], [-0.67002, 1.88743, -1.76114], [1.57317, -0.87969, -0.43102], [0.84666, -0.95076, 1.19642], [2.23414, -0.04664, 0.95365], [0.17408, 1.78672, 0.87844], [-1.79867, -1.99775, 0.66799], [-1.88847, -1.28901, -0.24307], [-2.20446, -0.62684, -1.14081]], "relative_energy_kcal_mol": 17.6, "smiles": "CC=C=O.O=C=O", "charge": 0, "homo_ev": -9.25, "orbital_gap_ha": 0.354}

---

{"formula": "C7H12N3O3", "method": "ωB97M-V/def2-TZVPD", "species": ["C", "C", "C", "C", "C", "C", "C", "N", "N", "N", "O", "O", "O", "H", "H", "H", "H", "H", "H", "H", "H", "H", "H", "H", "H"], "xyz": [[-0.62058, 0.35423, -1.31450], [-0.60924, -0.84731, -0.72958], [1.79772, 1.63049, 0.02883], [2.00089, 0.31914, 0.85149], [0.33227, 1.94126, 0.29760], [0.56631, 0.07131, 1.45134], [-1.75457, -0.73103, 1.28921], [-0.75653, -2.13439, -1.12413], [-0.60816, 0.58652, -2.77007], [-0.41620, -0.93590, 0.78030], [-0.92092, -0.45558, -3.35136], [-0.02919, 1.53997, -3.20732], [-0.16041, 1.19810, 1.33995], [2.43650, 2.51310, 0.38267], [2.08688, 1.56580, -1.02212], [2.41815, -0.64106, 0.44302], [2.67482, 0.45854, 1.74771], [-0.41484, 2.64710, 0.00410], [0.62813, -0.14664, 2.49546], [-1.88730, -0.13551, 2.13562], [-2.22978, -0.24704, 0.50585], [-2.27633, -1.71800, 1.59570], [-0.74347, -2.30142, -2.12866], [-1.49596, -2.61494, -0.65511], [-0.01820, -1.91675, 0.95399]], "relative_energy_kcal_mol": 201.7, "charge": 1, "homo_ev": [-12.59, -12.59], "orbital_gap_ha": [0.311, 0.311]}

---

{"formula": "C3H8F3NSi", "method": "ωB97M-V/def2-TZVPD", "species": ["C", "C", "C", "N", "F", "F", "F", "Si", "H", "H", "H", "H", "H", "H", "H", "H"], "xyz": [[-0.86236, -0.60249, -1.54167], [0.65506, 2.04585, -0.19983], [1.53948, -1.86592, 0.82188], [-1.61909, 0.65402, 1.11391], [0.54232, -2.75828, 1.01769], [2.17159, -2.24178, -0.33448], [2.47836, -2.10115, 1.84629], [-0.40675, 0.56378, -0.02888], [-1.88969, -0.49966, -1.65535], [-0.22581, -0.37993, -2.45897], [-0.79298, -1.65013, -1.15130], [0.17954, 3.03234, 0.16028], [1.48373, 1.96464, 0.45032], [1.01399, 2.16131, -1.23542], [-2.49426, 0.24321, 1.42331], [-1.77314, 1.43418, 1.77224]], "relative_energy_kcal_mol": 51.0, "charge": 0, "homo_ev": [-7.40, -7.40], "orbital_gap_ha": [0.274, 0.274]}

---

{"formula": "C22H30N4O3S", "method": "ωB97M-V/def2-TZVPD", "species": ["C", "H", "H", "H", "C", "C", "H", "H", "H", "C", "C", "C", "C", "N", "C", "C", "C", "C", "C", "O", "N", "C", "H", "C", "C", "C", "C", "H", "H", "H", "H", "H", "H", "H", "H", "H", "S", "N", "H", "H", "N", "C", "H", "C", "O", "C", "C", "H", "H", "H", "H", "H", "H", "H", "C", "O", "H", "H", "H", "H"], "xyz": [[3.21931, 3.05813, -1.53148], [3.00564, 2.06917, -1.97152], [4.35543, 3.31783, -1.95525], [2.59069, 3.77953, -2.10322], [3.09711, 2.98035, -0.24116], [3.29606, 4.50543, 0.41103], [2.49597, 5.13817, 0.14951], [3.34993, 4.66210, 1.32246], [4.26717, 4.93522, -0.10878], [1.71804, 2.66652, 0.38184], [1.43035, 1.43505, 0.21217], [2.49769, 0.51115, 0.01007], [2.46136, -1.11975, -0.40283], [1.27635, -1.33311, -0.59962], [0.18743, -0.66682, -0.61268], [0.14139, 0.64183, 0.10990], [-1.08180, 1.04620, 0.14455], [-2.13160, 0.25250, -0.22274], [-3.39762, 0.78368, -0.49231], [-3.83763, 1.92215, -0.33555], [-4.50896, -0.27440, -0.67565], [-4.53480, -1.54267, 0.02807], [-3.40151, -1.81803, 0.15561], [-5.34544, -1.75893, 1.29948], [-6.71946, -1.20227, 0.60615], [-6.63459, 0.08632, 0.32444], [-5.80010, -0.01439, -0.89136], [-5.71757, 1.36473, -1.26780], [-6.27644, -0.49949, -1.58429], [-7.69400, 0.33837, 0.13884], [-6.33377, 0.84541, 1.06004], [-7.34902, -1.47708, 1.62998], [-7.12720, -1.98976, 0.11490], [-5.27417, -2.98092, 1.41779], [-4.89805, -1.26406, 1.93288], [-4.75224, -2.08159, -0.89111], [-1.36556, -1.20559, -1.03282], [-1.44254, 2.42409, 0.91587], [-0.75511, 3.15256, 0.77871], [-2.50538, 2.82663, 0.53543], [3.61127, -1.84547, -0.33646], [4.19648, -2.11580, 0.87845], [4.32731, -1.42939, 1.39807], [3.65411, -3.55237, 1.34820], [3.45245, -4.42260, 0.35238], [2.89755, -4.17654, -0.68090], [3.40431, -3.00517, -1.35278], [2.78166, -2.73464, -2.15621], [4.32819, -3.06172, -1.91518], [2.57559, -4.91223, -1.28087], [1.75412, -3.82202, -0.36885], [4.36617, -3.72754, 2.07909], [2.90813, -3.06394, 1.63069], [5.39650, -2.53672, 0.36462], [4.10248, 0.91588, 0.40490], [4.09411, 2.45869, 0.76858], [4.46331, 0.46989, 1.08045], [4.49763, 0.73873, -0.55320], [0.96193, 3.35864, -0.16355], [1.72135, 2.95002, 1.74306]], "relative_energy_kcal_mol": 642.2, "charge": 0, "homo_ev": -7.84, "orbital_gap_ha": 0.265}

---

{"formula": "C3H7IO2S", "method": "ωB97M-V/def2-TZVPD", "species": ["C", "C", "C", "O", "O", "S", "I", "H", "H", "H", "H", "H", "H", "H"], "xyz": [[0.04159, 1.62886, -0.39396], [-1.33259, -1.26878, -0.06621], [0.82106, 0.62146, 0.36138], [1.00594, -1.94744, 1.01550], [0.95328, -1.28723, -1.35756], [0.47696, -1.10704, -0.01377], [2.90177, 0.77218, 0.22397], [0.20048, 1.45906, -1.46341], [-1.02279, 1.53761, -0.18835], [0.36487, 2.64033, -0.15714], [-1.64489, -1.04750, -1.07897], [-1.56640, -2.29860, 0.17808], [-1.77983, -0.60359, 0.65813], [0.58056, 0.90067, 2.28231]], "relative_energy_kcal_mol": 80.5, "charge": 0, "homo_ev": [-9.32, -9.32], "orbital_gap_ha": [0.309, 0.309]}

---

{"formula": "C4H7NO", "method": "ωB97M-V/def2-TZVPD", "species": ["C", "C", "C", "N", "C", "O", "H", "H", "H", "H", "H", "H", "H"], "xyz": [[-1.08878, -0.10751, 0.80212], [-0.14538, -0.79807, -0.28791], [0.36418, -0.10706, -1.52035], [1.24908, -0.35819, -0.38506], [1.14614, 0.70060, 0.55810], [0.87770, 1.84711, 0.30900], [-1.24247, -0.85560, 1.58111], [-1.99181, 0.10384, 0.25005], [-0.91845, 0.83266, 1.36876], [-0.33337, -1.87156, -0.27185], [0.60611, -0.64232, -2.44560], [0.08214, 0.93221, -1.66142], [1.28738, 0.28457, 1.56955]], "relative_energy_kcal_mol": 64.4, "smiles": "C[C@H]1CN1C=O", "charge": 0, "homo_ev": -10.03, "orbital_gap_ha": 0.407}

---

{"formula": "C36H27I2N7ORhS", "method": "ωB97M-V/def2-TZVPD", "species": ["Rh", "I", "C", "C", "C", "I", "C", "O", "C", "C", "N", "C", "C", "C", "C", "C", "C", "N", "C", "H", "H", "H", "H", "H", "H", "H", "H", "H", "H", "H", "N", "C", "C", "C", "C", "C", "C", "C", "C", "C", "C", "C", "C", "N", "C", "C", "C", "C", "N", "H", "H", "H", "H", "H", "H", "H", "H", "H", "H", "N", "C", "N", "C", "C", "C", "C", "C", "C", "S", "H", "H", "H", "H", "H", "H"], "xyz": [[-0.49106, -1.14891, 0.28571], [-6.80251, -1.85650, -2.76894], [-5.34430, -1.91413, -1.24245], [-5.37975, -0.99032, -0.20570], [-4.36190, -0.98097, 0.72017], [-4.34487, 0.35257, 2.33730], [-3.20752, -1.79666, 0.57517], [-2.17325, -1.57587, 1.29915], [-3.26094, -2.81128, -0.42782], [-2.11266, -3.78536, -0.48409], [-0.87467, -3.12493, -0.94481], [0.30172, -4.01896, -0.88245], [1.45103, -3.39409, -0.12743], [2.76388, -3.52452, -0.55256], [3.77755, -2.97154, 0.21298], [3.44685, -2.35941, 1.41195], [2.11178, -2.25642, 1.75873], [1.13400, -2.71431, 0.97968], [-4.31357, -2.85154, -1.31911], [-6.18798, -0.27947, -0.12863], [-2.37451, -4.62866, -1.13783], [-1.92239, -4.17144, 0.52469], [-1.00317, -2.87574, -1.92498], [0.63488, -4.28956, -1.88804], [0.02488, -4.94315, -0.36133], [2.98822, -4.02880, -1.47796], [4.80119, -3.01839, -0.12369], [4.20260, -1.95049, 2.06185], [1.81081, -1.78892, 2.68702], [-4.35019, -3.61100, -2.09010], [6.70358, 6.14204, 0.69915], [5.91973, 5.31274, 0.79824], [4.95428, 4.28126, 0.88003], [5.35966, 2.95474, 1.03363], [4.41894, 1.94232, 1.01783], [3.06504, 2.23544, 0.86106], [2.66497, 3.56809, 0.76532], [3.59796, 4.58548, 0.76041], [2.03898, 1.17358, 0.73808], [1.90662, 0.52559, -0.50773], [2.72838, 0.73701, -1.65008], [2.21211, -0.04806, -2.66925], [1.11838, -0.72027, -2.13744], [0.93582, -0.39433, -0.82800], [1.18532, 0.88889, 1.82249], [1.28687, 1.41478, 3.15524], [0.26275, 0.84013, 3.89025], [-0.41917, -0.01536, 3.03577], [0.13330, 0.03105, 1.78180], [6.40869, 2.72879, 1.15495], [4.73561, 0.91318, 1.11452], [1.61481, 3.79729, 0.65190], [3.28788, 5.61387, 0.65345], [3.57539, 1.39107, -1.69034], [2.57091, -0.13620, -3.67537], [0.47210, -1.40206, -2.65955], [2.03058, 2.11394, 3.48277], [0.03285, 1.00307, 4.92284], [-1.25330, -0.65241, 3.26044], [-2.51634, -1.10472, -3.11362], [-2.66855, 0.00626, -2.34937], [-2.07743, 0.24131, -1.21629], [-2.40731, 1.49532, -0.73738], [-1.93177, 2.08563, 0.42597], [-2.33865, 3.35953, 0.76390], [-3.22189, 4.06630, -0.04534], [-3.70641, 3.50580, -1.21303], [-3.29614, 2.22626, -1.54575], [-3.71012, 1.28451, -2.95354], [-2.37349, -1.97631, -2.62910], [-3.13411, -1.17138, -3.90876], [-1.24373, 1.54015, 1.04568], [-1.96480, 3.80731, 1.67195], [-3.52483, 5.06422, 0.23126], [-4.37765, 4.05294, -1.85549]], "charge": 1, "homo_ev": -10.15, "orbital_gap_ha": 0.198}

---

{"formula": "C4H4N2O", "method": "ωB97M-V/def2-TZVPD", "species": ["N", "C", "C", "O", "C", "C", "N", "H", "H", "H", "H"], "xyz": [[-1.44489, 1.55020, 0.95009], [-1.37604, 0.50200, 0.46694], [-1.25824, -0.82744, -0.17818], [0.04698, -1.35254, -0.11918], [0.96297, -0.49178, -0.71296], [1.69550, 0.26078, 0.06957], [2.28453, 0.99843, 0.85304], [-1.59589, -0.72623, -1.21850], [-1.90759, -1.53804, 0.33578], [0.95688, -0.36849, -1.78984], [1.62566, 1.76267, 1.02633]], "relative_energy_kcal_mol": 66.1, "smiles": "N#CCOC=C=N", "charge": 0, "homo_ev": -9.42, "orbital_gap_ha": 0.369}